# 1
Below is a structure of composition C36H26N5PPb, with properties calculated with ωB97M-V/def2-TZVPD.

total energy	-59726.8475	eV
F_max	0.3	eV Å⁻¹
net charge	+2
frontier orbital gap	7.30	eV
HOMO level	-13.735	eV

Last column: Löwdin charge in e.
Element x y z (Å)
Pb -0.09776 0.10830 -0.12857  1.50
P -2.35031 1.51489 0.13856  1.04
N 1.78802 1.42279 -0.38528  -0.02
N 0.79078 -0.39149 1.70923  -0.03
N -0.95670 -2.07542 0.06288  0.00
N 2.39799 1.42049 1.94548  0.19
N -0.55394 -2.29175 2.42700  0.19
C -0.83193 0.22933 -3.36508  -0.10
C 1.66185 0.47405 2.38768  -0.27
C -2.10682 -3.83408 -1.07692  -0.03
C -1.09382 0.55703 -2.04810  -0.33
C -3.04304 1.81814 -2.65272  -0.05
C 2.02931 1.88996 -1.62938  -0.12
C -4.62606 4.62342 1.38864  -0.05
C -1.69834 -3.99006 1.27029  0.03
C -4.24312 -1.07180 2.59498  -0.05
C -1.69362 0.73197 -4.33569  -0.03
C -1.05434 -2.74890 1.22769  -0.30
C -2.04593 4.22969 0.41680  -0.09
C -5.08679 -1.77492 1.74389  -0.05
C -3.44415 -0.06009 2.09172  -0.10
C 2.34290 0.61006 4.87803  0.02
C 1.64293 0.09117 3.80392  -0.11
C -1.48283 -2.61253 -1.05473  -0.12
C -5.13789 -1.46417 0.39241  -0.05
C 3.61912 2.71823 0.40981  0.03
C 2.13697 0.00662 6.11212  -0.03
C -2.19719 1.31983 -1.66575  -0.41
C -2.21636 -4.53865 0.12055  -0.01
C -2.78181 1.52182 -3.98217  -0.03
C 3.05413 2.75352 -1.91279  -0.02
C -4.34319 -0.44843 -0.11912  -0.07
C -2.91124 3.14751 0.59274  -0.36
C 3.86957 3.17539 -0.86135  -0.01
C -3.77150 5.70034 1.20235  -0.04
C 2.56610 1.82476 0.64385  -0.30
C -4.20087 3.33886 1.08732  -0.06
C 0.58311 -1.60203 5.16667  0.02
C -2.48182 5.50641 0.71924  -0.05
C 0.24246 -1.31444 2.61950  -0.27
C 0.78409 -0.98675 3.94450  -0.11
C -3.49671 0.25711 0.73197  -0.40
C 1.27275 -1.07993 6.25377  -0.03
H 2.66014 0.37929 6.98186  0.12
H -2.70313 -5.50410 0.14848  0.13
H 4.21385 3.01983 1.25877  0.13
H -1.03857 4.07538 0.04629  0.11
H -1.75896 -4.48854 2.22579  0.13
H 1.14543 -1.52638 7.23027  0.12
H -0.07883 -2.45058 5.26455  0.12
H -4.20686 -1.31361 3.64817  0.12
H -3.43272 1.90781 -4.75433  0.13
H -1.81925 6.35013 0.58728  0.12
H 4.68873 3.85784 -1.04225  0.13
H -3.89627 2.42977 -2.38477  0.13
H 1.35901 1.54689 -2.40569  0.09
H -1.50369 0.51801 -5.37900  0.13
H -5.62444 4.78186 1.77164  0.12
H -2.78329 0.48335 2.75950  0.12
H -4.86445 2.49711 1.23820  0.11
H 0.01879 -0.37539 -3.65058  0.12
H -2.49942 -4.22395 -2.00406  0.12
H 3.21321 3.09132 -2.92576  0.12
H 3.01712 1.44567 4.75627  0.12
H -4.38565 -0.21240 -1.17479  0.11
H -5.80221 -2.00820 -0.26490  0.12
H -1.39621 -2.02097 -1.95708  0.09
H -5.71203 -2.56451 2.13815  0.12
H -4.11064 6.70010 1.43691  0.12



# 2
Below is an isolated molecule of C7H10N4S, with properties calculated with ωB97M-V/def2-TZVPD.

total energy	-24211.0624	eV
F_max	4.4	eV Å⁻¹
net charge	0
frontier orbital gap	8.78	eV
HOMO level	-8.890	eV

Last column: Löwdin charge in e.
Element x y z (Å)
S -0.13165 -1.08499 0.94399  0.78
N 3.54425 1.61920 -1.12043  0.16
N 0.65278 0.22830 0.61341  -0.21
N 0.95114 4.85850 0.18582  0.17
N -0.17021 -1.70526 2.28446  -0.26
C -1.93558 -1.04232 -0.14474  -0.18
C 1.08921 3.72796 0.04365  -0.25
C 0.92258 -2.27207 0.12332  -0.17
C 1.31208 2.39169 -0.08949  -0.27
C -1.65966 -0.42668 -1.43512  -0.15
C 0.40024 1.53194 0.43490  -0.18
C 2.54553 1.86929 -0.62280  -0.19
H -2.31489 -2.00889 -0.22554  0.06
H 1.29694 -1.71249 -0.87656  0.13
H 1.75380 -2.49797 0.79649  0.07
H -0.67417 -1.19726 3.03135  0.04
H -2.68332 -0.38972 0.34013  0.10
H -0.76949 0.09529 -1.44588  0.04
H 0.39776 -3.12100 -0.13190  0.02
H -0.40729 1.97715 1.08036  0.15
H -1.82372 -1.18828 -2.19200  0.10
H -2.29634 0.34761 -1.59344  0.05



# 3
Below is a structure of composition C5H3N, with properties calculated with ωB97M-V/def2-TZVPD.

total energy	-6714.2195	eV
F_max	7.9	eV Å⁻¹
net charge	0
frontier orbital gap (alpha / beta)	8.00 / 8.00	eV
HOMO level (alpha / beta)	-8.430 / -8.430	eV

Last column: Löwdin charge in e.
Element x y z (Å)
N 2.70287 -0.98345 0.14890  0.13
C 0.09794 -0.37332 -0.25570  -0.14
C 1.91065 1.08196 0.13532  0.00
C 1.53383 -0.55733 -0.02645  -0.29
C 3.00666 0.40781 -0.25351  -0.02
C 0.36250 1.03208 0.22419  0.00
H -0.59351 -1.03163 0.37488  0.14
H -0.15853 1.62601 0.82248  0.03
H -0.45618 -0.43366 -1.29091  0.14